Entry 1:
This record from the Open Molecules 2025 dataset describes one molecule with the formula H3OP at a distorted geometry. The level of theory is ωB97M-V/def2-TZVPD.

Each line ends with the natural charge from an NBO analysis.
CARTESIAN COORDINATES (ANGSTROEM)
O 0.55 -0.70 2.50  -0.86
P 0.13 -0.16 0.56  0.75
H 1.38 0.22 -0.10  0.06
H -0.73 -1.04 0.05  0.02
H -0.55 1.02 0.93  0.04

Calculated values
- HOMO level: -9.002 eV
- Lowest unoccupied orbital energy: -0.004 hartree
- SMILES: O=[PH3]
- ΔE to the lowest compared entry with this formula, charge and spin: 377.8 kJ/mol



Entry 2:
This record from the Open Molecules 2025 dataset describes one molecule with the formula C4H12N4O at a distorted geometry. The level of theory is ωB97M-V/def2-TZVPD.

Each line ends with the natural charge from an NBO analysis.
CARTESIAN COORDINATES (ANGSTROEM)
C 0.92 0.29 -0.04  0.41
C -1.65 0.62 0.46  -0.04
C -0.84 -1.39 -0.51  0.09
N 1.52 1.04 1.03  -0.84
N 1.84 -0.79 -0.37  -0.85
N 0.59 1.16 -1.19  -0.90
N -1.27 -2.50 0.02  -0.73
C -0.39 -0.36 0.45  -0.40
O -1.30 1.96 0.65  -0.75
H -0.71 2.19 -0.10  0.50
H 2.33 1.55 0.70  0.35
H 0.84 1.69 1.41  0.38
H 2.73 -0.43 -0.68  0.35
H 1.44 -1.38 -1.09  0.37
H 0.06 0.64 -1.88  0.38
H 1.44 1.50 -1.63  0.36
H -1.54 -3.28 -0.56  0.39
H -1.28 -2.68 1.03  0.36
H -2.21 0.50 -0.48  0.17
H -2.30 0.35 1.29  0.18
H -0.22 -0.69 1.49  0.20

Calculated values
- HOMO level: -8.382 eV
- Lowest unoccupied orbital energy: 0.037 hartree
- ΔE to the lowest compared entry with this formula, charge and spin: 234.7 kJ/mol



Entry 3:
This record from the Open Molecules 2025 dataset describes an isolated ion of composition C10H17N3 and charge +2 at a distorted geometry. The level of theory is ωB97M-V/def2-TZVPD.

Each line ends with the natural charge from an NBO analysis.
CARTESIAN COORDINATES (ANGSTROEM)
C 1.93 1.37 -0.51  -0.45
N 1.51 0.12 0.10  -0.32
C 2.53 -0.51 0.99  -0.40
C 0.23 -0.19 0.09  0.70
N -0.45 -1.32 0.63  -0.34
C 0.21 -2.59 0.96  -0.41
C -1.88 -1.27 0.65  -0.43
N -0.66 0.78 -0.52  -0.35
C -1.11 1.84 0.23  0.07
C -2.06 2.61 -0.28  -0.21
C -2.28 2.55 -1.67  -0.03
C -1.85 1.50 -2.44  -0.21
C -1.07 0.54 -1.80  0.12
H 1.53 2.24 -0.06  0.23
H 3.02 1.55 -0.50  0.27
H 1.67 1.46 -1.58  0.23
H 3.34 0.14 1.05  0.25
H 2.06 -0.51 1.89  0.23
H 2.89 -1.45 0.48  0.25
H 1.24 -2.47 0.66  0.22
H -0.21 -3.44 0.43  0.26
H 0.16 -2.61 2.02  0.24
H -2.34 -1.13 -0.40  0.22
H -2.25 -0.45 1.25  0.22
H -2.20 -2.16 1.20  0.27
H -0.88 1.60 1.29  0.26
H -2.45 3.45 0.31  0.29
H -2.64 3.53 -2.16  0.29
H -1.96 1.39 -3.42  0.26
H -0.70 -0.37 -2.37  0.28

Calculated values
- Total charge: +2
- HOMO level: -17.319 eV
- Lowest unoccupied orbital energy: -0.315 hartree
- SMILES: CN(C)C(=[N+](C)C)[n+]1ccccc1
- ΔE to the lowest compared entry with this formula, charge and spin: 237.8 kJ/mol



Entry 4:
This record from the Open Molecules 2025 dataset describes C42H50AsIrN4P as an isolated structure at a distorted geometry. The level of theory is ωB97M-V/def2-TZVPD.

Each line ends with the Löwdin charge.
CARTESIAN COORDINATES (ANGSTROEM)
Ir -0.23 -0.15 2.11  1.11
C 4.18 2.65 4.14  -0.06
C 3.13 1.55 4.05  -0.35
C 3.00 0.86 5.44  -0.03
C 1.80 1.96 3.50  -0.15
C 1.52 3.21 3.02  0.02
C 0.26 3.63 2.64  0.02
C -0.85 2.78 2.61  -0.26
C -2.18 3.12 2.05  -0.01
C -0.66 1.55 3.30  -0.28
C 0.67 1.08 3.66  -0.20
H 5.12 2.19 4.42  0.09
H 3.93 3.49 4.81  0.11
H 4.44 3.01 3.09  0.10
H 3.47 0.71 3.41  0.15
H 2.27 1.39 6.07  0.11
H 3.87 1.01 6.02  0.07
H 2.79 -0.20 5.40  0.08
H 2.33 3.99 2.99  0.15
H 0.01 4.70 2.42  0.17
H -2.82 2.23 2.16  0.07
H -2.06 3.42 0.98  0.11
H -2.61 3.94 2.68  0.13
H -1.49 1.35 4.01  0.15
H 0.76 0.29 4.40  0.11
C -0.52 -0.07 -1.18  -0.39
C -0.10 -0.38 -2.62  -0.38
As 0.05 1.21 -3.90  1.41
C -1.86 1.54 -4.44  -0.35
C -2.95 1.02 -3.77  -0.06
C -4.21 1.45 -4.10  0.05
C -4.43 2.61 -4.86  0.06
C -3.35 3.15 -5.53  0.02
C -2.10 2.54 -5.41  0.00
C 0.48 -0.06 -5.38  -0.33
C -0.48 -0.68 -6.20  -0.02
C -0.11 -1.26 -7.43  0.03
C 1.24 -1.26 -7.82  0.09
C 2.20 -0.72 -6.93  0.05
C 1.82 -0.14 -5.73  -0.07
P 0.80 -0.22 0.16  0.85
C 1.63 -1.85 0.02  -0.37
C 2.74 -2.10 0.85  -0.11
C 3.46 -3.29 0.74  -0.04
C 3.12 -4.23 -0.21  -0.01
C 1.92 -4.02 -0.96  -0.03
C 1.15 -2.87 -0.82  -0.10
C 1.98 1.10 -0.23  -0.36
C 3.32 0.84 -0.49  -0.06
C 4.17 1.84 -0.99  -0.03
C 3.61 3.08 -1.26  -0.05
C 2.30 3.38 -0.92  -0.06
C 1.45 2.40 -0.39  -0.12
H -1.43 -0.69 -0.91  0.08
H -0.87 0.95 -1.10  0.05
H -0.87 -1.07 -3.05  0.09
H 0.89 -0.82 -2.59  0.05
H -2.76 0.25 -3.02  0.11
H -5.06 0.87 -3.77  0.15
H -5.45 2.99 -5.00  0.16
H -3.36 4.00 -6.22  0.15
H -1.22 2.96 -5.94  0.14
H -1.48 -0.76 -5.80  0.12
H -0.87 -1.79 -7.99  0.14
H 1.52 -1.64 -8.79  0.15
H 3.22 -0.72 -7.26  0.14
H 2.58 0.13 -5.01  0.12
H 2.98 -1.37 1.59  0.09
H 4.10 -3.50 1.62  0.14
H 3.67 -5.14 -0.37  0.12
H 1.62 -4.76 -1.67  0.11
H 0.24 -2.72 -1.44  0.10
H 3.84 -0.07 -0.27  0.10
H 5.19 1.64 -1.21  0.12
H 4.19 3.90 -1.69  0.13
H 1.96 4.42 -0.95  0.12
H 0.42 2.60 -0.13  0.08
C -1.74 -1.90 3.92  -0.19
N -2.71 -2.93 4.18  -0.09
C -2.43 -4.14 3.40  -0.10
N -2.47 -3.74 1.95  -0.07
C -1.47 -2.71 1.67  -0.18
N -1.75 -1.50 2.52  -0.28
C -3.13 -1.02 2.19  -0.17
N -4.17 -2.00 2.45  -0.06
C -4.06 -2.43 3.89  -0.12
C -3.81 -3.19 1.67  -0.16
H -0.75 -2.26 4.25  0.14
H -1.98 -0.99 4.51  0.14
H -3.18 -4.91 3.64  0.15
H -1.41 -4.51 3.68  0.15
H -1.52 -2.40 0.61  0.10
H -0.48 -3.11 1.93  0.13
H -3.15 -0.84 1.08  0.13
H -3.33 -0.10 2.72  0.11
H -4.82 -3.17 4.17  0.15
H -4.30 -1.53 4.49  0.14
H -3.82 -3.06 0.58  0.13
H -4.60 -3.93 1.93  0.15

Calculated values
- Multiplicity: 6
- Total charge: +4
- HOMO level (spin up / spin down): -17.159 / -17.289 eV
- Lowest unoccupied orbital energy (spin up / spin down): -0.391 / -0.541 hartree
- Expectation value of S²: 8.83



Entry 5:
This record from the Open Molecules 2025 dataset describes C3H4LiO3Pt as an isolated structure at a distorted geometry. The level of theory is ωB97M-V/def2-TZVPD.

Each line ends with the natural charge from an NBO analysis.
CARTESIAN COORDINATES (ANGSTROEM)
H 2.43 1.06 1.27  0.18
O 1.35 -0.63 1.62  -0.65
O -1.87 -1.12 0.77  -0.68
C 1.86 0.20 0.86  0.32
C -1.98 -0.20 -0.02  0.28
H 2.16 -0.12 -0.16  0.16
Li -0.25 -1.59 1.70  0.96
Pt -2.53 0.41 -1.86  0.80
O -0.91 0.55 -2.14  -0.45
C -0.49 0.34 -0.83  -0.33
H 0.52 -0.03 -1.12  0.20
H -0.30 1.15 -0.09  0.21

Calculated values
- Multiplicity: 3
- Total charge: +1
- HOMO level (spin up / spin down): -12.104 / -12.721 eV
- Lowest unoccupied orbital energy (spin up / spin down): -0.169 / -0.213 hartree
- Expectation value of S²: 2.02
- ΔE to the lowest compared entry with this formula, charge and spin: 409.4 kJ/mol



Entry 6:
This record from the Open Molecules 2025 dataset describes a 5-piece molecular cluster, C25H45BBrClO11S overall at a distorted geometry. The level of theory is ωB97M-V/def2-TZVPD.

Each line ends with the Löwdin charge.
CARTESIAN COORDINATES (ANGSTROEM)
C 2.39 -0.11 1.05  -0.09
C 3.24 1.14 0.63  -0.13
B 2.40 2.41 0.28  -0.47
O 2.45 3.50 1.15  0.11
C 1.39 2.58 -0.98  -0.25
C 0.02 2.87 -0.22  -0.16
C -1.25 2.87 -1.06  -0.18
C -2.45 3.05 -0.07  -0.15
C -3.75 2.54 -0.67  -0.19
O -3.83 1.14 -0.33  -0.02
C -4.82 0.50 -0.99  -0.36
O -5.82 1.01 -1.32  0.10
C 1.71 3.81 -1.89  -0.26
C 3.12 4.41 -1.71  -0.13
C 4.25 3.56 -2.19  -0.78
O 4.20 2.69 -2.95  0.11
Cl 5.86 3.94 -1.44  0.64
C 1.44 3.67 -3.42  -0.57
Br -0.05 4.84 -4.03  0.73
C 1.24 2.26 -3.98  -0.27
O 0.38 1.41 -3.23  -0.20
S 1.13 1.01 -1.84  0.65
O 0.23 0.19 -1.13  -0.24
O 2.34 0.35 -2.18  -0.23
H 2.82 -0.55 1.94  0.07
H 1.34 0.13 1.16  0.03
H 2.50 -0.86 0.26  0.07
H 3.87 0.86 -0.23  0.10
H 3.93 1.41 1.43  0.09
H 1.98 3.21 1.94  0.11
H -0.07 2.08 0.53  0.12
H 0.13 3.81 0.33  0.13
H -1.45 1.94 -1.58  0.10
H -1.26 3.76 -1.69  0.07
H -2.58 4.14 0.04  0.12
H -2.24 2.66 0.92  0.12
H -3.82 2.73 -1.74  0.14
H -4.59 3.07 -0.21  0.12
H -4.61 -0.57 -1.17  0.11
H 1.03 4.60 -1.56  0.12
H 3.13 5.30 -2.36  0.14
H 3.29 4.83 -0.72  0.11
H 2.29 4.07 -3.95  0.08
H 2.21 1.81 -4.21  0.12
H 0.76 2.38 -4.96  0.11
C -2.55 -1.67 2.65  -0.01
C -1.19 -1.72 1.99  -0.47
C -1.03 -2.65 0.82  0.00
O -0.27 -1.04 2.39  0.05
H -2.52 -0.96 3.48  0.08
H -3.30 -1.34 1.93  0.08
H -2.81 -2.66 3.04  0.09
H -1.72 -2.36 0.02  0.06
H -1.23 -3.68 1.13  0.05
H -0.01 -2.59 0.45  0.09
C 0.91 1.16 4.86  -0.01
C 2.32 1.64 4.58  -0.47
C 3.13 2.14 5.75  -0.02
O 2.78 1.62 3.46  0.07
H 0.45 0.83 3.94  0.06
H 0.94 0.33 5.56  0.09
H 0.32 1.98 5.28  0.09
H 3.24 1.35 6.49  0.09
H 2.63 3.00 6.21  0.09
H 4.11 2.45 5.41  0.08
C -3.14 -4.09 -2.48  -0.01
C -2.72 -2.66 -2.25  -0.48
C -1.61 -2.12 -3.11  0.00
O -3.25 -1.98 -1.40  0.02
H -3.94 -4.35 -1.79  0.08
H -3.49 -4.21 -3.50  0.09
H -2.29 -4.76 -2.30  0.08
H -1.90 -2.15 -4.16  0.09
H -0.70 -2.70 -2.95  0.10
H -1.41 -1.08 -2.83  0.07
C 0.83 -7.30 0.88  -0.02
C -0.53 -6.66 0.84  -0.48
C -1.62 -7.41 0.11  -0.02
O -0.74 -5.60 1.37  0.05
H 1.52 -6.66 1.43  0.08
H 0.78 -8.27 1.37  0.09
H 1.21 -7.43 -0.14  0.09
H -1.78 -8.38 0.57  0.09
H -1.35 -7.54 -0.94  0.08
H -2.55 -6.84 0.16  0.08

Calculated values
- HOMO level: -8.990 eV
- Lowest unoccupied orbital energy: 0.018 hartree
- SMILES: CCB(O)[C@@]1(CCCCOC=O)[C@@H](CC(=O)Cl)[C@H](Br)COS1(=O)=O.CC(C)=O.CC(C)=O.CC(C)=O.CC(C)=O



Entry 7:
This record from the Open Molecules 2025 dataset describes one molecule with the formula C4H6O2S2 at a distorted geometry. The level of theory is ωB97M-V/def2-TZVPD.

Each line ends with the natural charge from an NBO analysis.
CARTESIAN COORDINATES (ANGSTROEM)
C 0.27 1.77 1.55  -0.26
O 0.86 0.97 0.54  -0.52
C 0.06 -0.11 0.10  0.01
C 0.95 -1.07 -0.69  -0.57
S -0.02 -2.28 -1.57  0.25
C -1.49 -1.28 -1.61  0.21
O -2.50 -1.76 -2.06  -0.53
S -1.23 0.40 -1.12  0.18
H 0.05 1.27 2.49  0.17
H 1.10 2.49 1.73  0.21
H -0.68 2.27 1.29  0.18
H -0.51 -0.55 0.88  0.19
H 1.62 -1.57 -0.05  0.24
H 1.53 -0.56 -1.49  0.24

Calculated values
- HOMO level: -9.491 eV
- Lowest unoccupied orbital energy: 0.018 hartree
- SMILES: CO[C@@H]1CSC(=O)S1
- ΔE to the lowest compared entry with this formula, charge and spin: 125.8 kJ/mol



Entry 8:
This record from the Open Molecules 2025 dataset describes one molecule with the formula C4H7N at a distorted geometry. The level of theory is ωB97M-V/def2-TZVPD.

Each line ends with the natural charge from an NBO analysis.
CARTESIAN COORDINATES (ANGSTROEM)
C -0.53 2.17 -0.42  0.19
N -0.06 1.36 0.43  -0.58
C -0.48 0.00 0.30  -0.03
C 0.34 -0.87 -0.26  -0.21
C 0.67 -2.27 0.13  -0.65
H -1.48 2.68 -0.52  0.13
H 0.22 2.32 -1.29  0.13
H -1.39 -0.20 0.89  0.17
H 0.76 -0.54 -1.17  0.19
H 0.58 -2.84 -0.85  0.21
H 0.08 -2.57 1.00  0.22
H 1.66 -2.54 0.45  0.23

Calculated values
- HOMO level: -7.982 eV
- Lowest unoccupied orbital energy: -0.010 hartree
- SMILES: C=N/C=C/C
- ΔE to the lowest compared entry with this formula, charge and spin: 496.3 kJ/mol



Entry 9:
This record from the Open Molecules 2025 dataset describes one molecule with the formula C3H3NS2 at a distorted geometry. The level of theory is ωB97M-V/def2-TZVPD.

Each line ends with the natural charge from an NBO analysis.
CARTESIAN COORDINATES (ANGSTROEM)
N 2.21 -1.62 -0.79  -0.27
C 1.83 -0.76 -0.09  0.25
C 0.95 0.30 0.54  -0.70
S -0.35 1.13 -0.47  0.48
C -1.72 0.28 -0.48  -0.55
S -2.22 -1.28 -0.07  -0.03
H 1.51 1.21 1.23  0.30
H 0.12 -0.21 1.17  0.30
H -2.34 0.96 -1.02  0.22

Calculated values
- HOMO level: -9.156 eV
- Lowest unoccupied orbital energy: -0.024 hartree
- SMILES: N#CCSC=S
- ΔE to the lowest compared entry with this formula, charge and spin: 151.9 kJ/mol



Entry 10:
This record from the Open Molecules 2025 dataset describes one molecule with the formula C3H4ClNO at a distorted geometry. The level of theory is ωB97M-V/def2-TZVPD.

Each line ends with the natural charge from an NBO analysis.
CARTESIAN COORDINATES (ANGSTROEM)
C -0.62 -0.16 0.29  -0.36
C -1.50 -0.56 1.13  0.67
C -0.33 1.11 -0.34  -0.62
N -1.63 -1.93 -1.53  -0.92
O -2.18 -1.03 1.96  -0.43
Cl -0.24 -1.70 -0.84  0.68
H 0.58 1.46 -0.10  0.22
H -0.40 1.01 -1.35  0.21
H -1.04 1.79 -0.04  0.23
H -1.70 -1.21 -2.38  0.32

Calculated values
- HOMO level (spin up / spin down): -8.736 / -8.735 eV
- Lowest unoccupied orbital energy (spin up / spin down): -0.019 / -0.019 hartree
- ΔE to the lowest compared entry with this formula, charge and spin: 562.9 kJ/mol



Entry 11:
This record from the Open Molecules 2025 dataset describes C16H26N4O2S as an isolated structure at a distorted geometry. The level of theory is ωB97M-V/def2-TZVPD.

Each line ends with the natural charge from an NBO analysis.
CARTESIAN COORDINATES (ANGSTROEM)
C 3.01 0.22 -5.78  -0.55
C 2.54 -0.20 -4.34  -0.42
H 2.80 -1.25 -4.20  0.22
H 3.01 0.41 -3.65  0.22
C 1.11 0.00 -4.35  -0.37
C 0.71 -0.75 -3.04  0.01
N 1.60 -1.28 -2.13  -0.26
N 0.71 -1.50 -1.03  -0.34
C -0.56 -1.40 -1.10  0.13
N -1.30 -1.73 0.04  -0.63
C -2.82 -1.60 -0.05  0.69
O -3.32 -0.99 -1.12  -0.59
C -3.27 -1.53 1.29  -0.48
H -3.02 -2.67 1.83  0.24
H -4.48 -1.75 1.07  0.24
C -3.06 -0.60 2.18  -0.50
C -1.51 -0.27 2.54  0.72
O -0.87 -1.31 2.78  -0.67
N -1.34 0.96 2.46  -0.55
H -1.80 1.54 2.05  0.37
C 0.17 1.33 2.41  -0.09
C 0.83 1.05 1.01  -0.39
H 0.91 0.11 0.80  0.22
C 2.19 1.83 0.91  -0.30
C 2.86 1.94 2.01  -0.47
C 2.89 2.86 3.28  -0.41
C 1.83 2.73 4.05  -0.37
H 1.61 1.66 4.64  0.20
C 0.47 2.48 3.20  -0.44
H -0.40 2.63 4.00  0.23
H 0.19 3.42 2.56  0.19
H 1.57 3.56 4.70  0.22
H 3.76 2.78 3.90  0.23
H 3.00 3.92 2.73  0.20
H 3.10 0.83 2.44  0.20
H 3.98 1.82 1.76  0.24
H 1.85 3.23 0.78  0.11
H 2.72 1.44 0.07  0.24
H 0.07 1.64 0.36  0.19
H 0.59 0.28 2.99  0.23
H -3.44 0.32 1.87  0.19
H -3.60 -0.94 3.10  0.24
H -0.82 -2.12 0.78  0.44
S -0.96 -0.74 -2.57  0.47
H 0.49 -0.83 -5.22  0.20
H 0.69 0.88 -4.30  0.21
H 2.64 -0.29 -6.56  0.20
H 2.77 1.38 -5.85  0.17
H 3.92 0.30 -5.95  0.19

Calculated values
- HOMO level: -8.775 eV
- Lowest unoccupied orbital energy: 0.006 hartree
- ΔE to the lowest compared entry with this formula, charge and spin: 1634.4 kJ/mol



Entry 12:
This record from the Open Molecules 2025 dataset describes a 2-piece molecular cluster, CN2O5S2 overall at a distorted geometry. The level of theory is ωB97M-V/def2-TZVPD.

Each line ends with the natural charge from an NBO analysis.
CARTESIAN COORDINATES (ANGSTROEM)
C -2.53 0.17 -0.40  0.52
N -3.41 0.85 -0.38  -0.35
N 2.38 0.30 -0.69  0.53
O 3.02 0.40 0.23  -0.25
O 1.93 0.61 -1.68  -0.25
O 0.32 0.89 0.58  -0.87
O -0.91 -0.67 1.98  -0.84
O -1.50 -0.53 -0.46  -0.65
S 1.03 -1.64 0.09  0.08
S -0.33 -0.39 0.72  2.09

Calculated values
- Multiplicity: 3
- HOMO level (spin up / spin down): -8.553 / -11.649 eV
- Lowest unoccupied orbital energy (spin up / spin down): -0.017 / -0.164 hartree
- Expectation value of S²: 2.01
- ΔE to the lowest compared entry with this formula, charge and spin: 78.6 kJ/mol